Model i:
Molecular formula: C3H7NO
Method: DFT, ωB97M-V with the def2-TZVPD basis set

Each atom is followed by the atoms it is bonded to, with distances in Å.
Positions of all 12 atoms, in Å:
1 C 0.04 0.00 -0.12  C4 1.484, N7 1.371, C9 1.475
2 H -0.72 1.99 -0.54  C9 1.106
3 H -0.38 -1.04 1.72  C4 1.064
4 C -0.37 -1.19 0.67  C1 1.484, H3 1.064, H6 1.040, H11 1.114
5 O 1.44 -1.26 -1.87  N7 1.431
6 H -1.26 -1.57 0.30  C4 1.040
7 N 0.88 -0.13 -1.19  C1 1.371, O5 1.431, H8 0.959
8 H 1.21 0.69 -1.57  N7 0.959
9 C -0.40 1.34 0.30  C1 1.475, H2 1.106, H10 1.089, H12 1.138
10 H -1.17 1.19 1.05  C9 1.089
11 H 0.37 -1.97 0.37  C4 1.114
12 H 0.35 1.96 0.89  C9 1.138

Computed properties:
2S+1: 1
Structure (SMILES): CC(C)=[NH+][O-]

Atom charges from the Mulliken analysis, given in e for atoms 1 to 2: C 0.81; H 0.35



Model ii:
Molecular formula: C3H7NO
Method: DFT, ωB97M-V with the def2-TZVPD basis set

Each atom is followed by the atoms it is bonded to, with distances in Å.
Positions of all 12 atoms, in Å:
1 C 2.07 0.23 0.03  H4 1.066, H9 1.108, O11 1.387, H12 1.077
2 H -2.81 0.33 -0.80  C8 1.178
3 N 0.05 -1.06 0.02  C10 1.260, O11 1.355
4 H 2.12 0.67 1.00  C1 1.066
5 H -0.26 0.93 -0.31  C10 1.089
6 H -2.44 0.25 0.93  C8 1.024
7 H -2.25 -1.21 0.08  C8 1.075
8 C -2.13 -0.14 0.04  H2 1.178, H6 1.024, H7 1.075, C10 1.452
9 H 3.16 0.06 -0.04  C1 1.108
10 C -0.69 -0.05 -0.13  N3 1.260, H5 1.089, C8 1.452
11 O 1.40 -0.97 -0.11  C1 1.387, N3 1.355
12 H 1.77 0.98 -0.69  C1 1.077

Computed properties:
2S+1: 1
Structure (SMILES): C/C=N/OC

Atom charges from the Mulliken analysis, given in e for atoms 1 to 2: C -0.77; H 0.25



Most stable to least stable, the ends of the list are model ii and model i.



Model i:
Molecular formula: C3H7NO
Method: DFT, ωB97M-V with the def2-TZVPD basis set

Each atom is followed by the atoms it is bonded to, with distances in Å.
Positions of all 12 atoms, in Å:
1 C -1.03 -1.64 -1.61  H2 1.079, N5 1.261, H6 1.183
2 H -1.78 -1.63 -2.39  C1 1.079
3 H 0.19 2.76 0.08  C11 1.163
4 O 1.13 1.12 -0.58  C11 1.209
5 N -0.62 -2.64 -0.97  C1 1.261, H8 1.023
6 H -0.40 -0.65 -1.71  C1 1.183
7 C 0.66 1.22 1.73  H9 1.135, H10 1.091, C11 1.469, H12 1.125
8 H -0.90 -3.54 -1.39  N5 1.023
9 H 0.07 1.86 2.46  C7 1.135
10 H 0.31 0.19 1.87  C7 1.091
11 C 0.68 1.74 0.36  H3 1.163, O4 1.209, C7 1.469
12 H 1.70 1.21 2.15  C7 1.125

Computed properties:
2S+1: 1
Structure (SMILES): CC=O.C=N

Atom charges from the Mulliken analysis, given in e for atoms 1 to 2: C -0.14; H 0.25



Model ii:
Molecular formula: C3H7NO
Method: DFT, ωB97M-V with the def2-TZVPD basis set

Each atom is followed by the atoms it is bonded to, with distances in Å.
Positions of all 12 atoms, in Å:
1 C 0.60 -1.95 -0.41  H5 1.080, H7 1.081, C9 1.329
2 H 2.52 -2.68 0.13  C9 1.084
3 H -1.09 1.91 -1.41  N6 1.007
4 H 1.12 -3.10 1.26  C9 1.082
5 H 0.81 -1.61 -1.42  C1 1.080
6 N -0.93 2.54 -0.65  H3 1.007, H8 1.005, C10 1.362
7 H -0.32 -1.67 0.07  C1 1.081
8 H -1.10 3.53 -0.75  N6 1.005
9 C 1.45 -2.67 0.32  C1 1.329, H2 1.084, H4 1.082
10 C -0.97 2.03 0.61  N6 1.362, O11 1.205, H12 1.104
11 O -0.95 0.85 0.88  C10 1.205
12 H -1.14 2.81 1.37  C10 1.104

Computed properties:
2S+1: 1
Structure (SMILES): NC=O.C=C

Atom charges from the Mulliken analysis, given in e for atoms 1 to 2: C -0.41; H 0.23



Model iii:
Molecular formula: C3H7NO
Method: DFT, ωB97M-V with the def2-TZVPD basis set

Each atom is followed by the atoms it is bonded to, with distances in Å.
Positions of all 12 atoms, in Å:
1 O 1.46 1.27 0.98  C12 1.214
2 H -0.04 -1.62 0.63  C11 1.094
3 H -0.27 -0.48 1.97  C11 1.128
4 H 1.14 -0.82 -1.34  N6 1.001
5 C -1.23 0.11 -0.39  H7 1.133, H8 1.100, H10 1.067, C11 1.784
6 N 1.17 0.10 -0.94  H4 1.001, H9 0.996, C12 1.373
7 H -1.12 -0.02 -1.51  C5 1.133
8 H -1.25 1.21 -0.29  C5 1.100
9 H 1.42 0.89 -1.50  N6 0.996
10 H -2.15 -0.37 -0.14  C5 1.067
11 C -0.14 -0.55 0.85  H2 1.094, H3 1.128, C5 1.784, C12 1.485
12 C 0.98 0.31 0.40  O1 1.214, N6 1.373, C11 1.485

Computed properties:
2S+1: 1
Structure (SMILES): CCC(N)=O

Atom charges from the Mulliken analysis, given in e for atoms 1 to 2: O -0.59; H 0.27



Model iv:
Molecular formula: C3H7NO
Method: DFT, ωB97M-V with the def2-TZVPD basis set

Each atom is followed by the atoms it is bonded to, with distances in Å.
Positions of all 12 atoms, in Å:
1 H 0.07 1.90 -0.98  C12 1.097
2 H 1.65 0.40 -0.52  O9 0.988
3 H -2.42 0.10 -0.63  C10 1.097
4 C -0.40 -0.02 -0.08  N5 1.281, C10 1.498, C12 1.538
5 N 0.53 -0.90 0.01  C4 1.281, O9 1.411
6 H -2.11 -0.46 1.06  C10 1.118
7 H 0.73 1.53 0.71  C12 1.065
8 H -1.85 -1.58 -0.27  C10 1.058
9 O 1.85 -0.38 0.06  H2 0.988, N5 1.411
10 C -1.80 -0.56 -0.01  H3 1.097, C4 1.498, H6 1.118, H8 1.058
11 H -0.91 2.05 0.54  C12 1.131
12 C -0.09 1.48 0.02  H1 1.097, C4 1.538, H7 1.065, H11 1.131

Computed properties:
2S+1: 1
Structure (SMILES): CC(C)=NO

Atom charges from the Mulliken analysis, given in e for atoms 1 to 2: H 0.35; H 0.34



Most stable to least stable, the ends of the list are model ii and model iv.



Model i:
Molecular formula: C7H9NOS
Method: DFT, ωB97M-V with the def2-TZVPD basis set

Each atom is followed by the atoms it is bonded to, with distances in Å.
Positions of all 19 atoms, in Å:
1 C -0.16 0.01 0.08  C5 1.446, N7 1.402, C14 1.450
2 S 2.78 0.88 -1.19  O12 1.658
3 C -0.88 -1.85 2.11  C8 1.412, C13 1.385, H19 0.991
4 H 2.24 0.73 -3.18  O12 0.947
5 C -1.28 0.29 0.94  C1 1.446, C8 1.371, H17 1.137
6 C -0.32 2.02 -1.32  N7 1.408, H11 1.042, H16 1.177, H18 1.122
7 N 0.27 0.78 -1.01  C1 1.402, C6 1.408
8 C -1.62 -0.68 1.85  C3 1.412, C5 1.371, H10 1.050
9 H 1.53 -1.39 -0.08  C14 1.072
10 H -2.54 -0.50 2.32  C8 1.050
11 H -1.35 1.95 -1.23  C6 1.042
12 O 2.96 0.30 -2.74  S2 1.658, H4 0.947
13 C 0.15 -2.19 1.25  C3 1.385, C14 1.377, H15 1.105
14 C 0.56 -1.22 0.36  C1 1.450, H9 1.072, C13 1.377
15 H 0.68 -3.15 1.32  C13 1.105
16 H 0.13 2.90 -0.68  C6 1.177
17 H -1.81 1.28 0.73  C5 1.137
18 H -0.10 2.22 -2.40  C6 1.122
19 H -1.24 -2.38 2.87  C3 0.991

Computed properties:
2S+1: 1

Atom charges from the Mulliken analysis, given in e for atoms 1 to 2: C 0.64; S 0.06



Model ii:
Molecular formula: C7H9NOS
Method: DFT, ωB97M-V with the def2-TZVPD basis set

Each atom is followed by the atoms it is bonded to, with distances in Å.
Positions of all 19 atoms, in Å:
1 C -0.28 -0.23 0.32  C5 1.493, C6 1.420, C19 1.410
2 C 0.55 1.46 -1.44  C5 1.473, H7 1.072, H14 1.164, O18 1.452
3 N -1.00 -1.14 2.19  C4 1.377, C6 1.366, H17 1.025
4 C -1.94 -0.21 1.81  N3 1.377, H10 1.133, C19 1.377
5 C 0.57 0.10 -0.87  C1 1.493, C2 1.473, C9 1.542, S13 1.901
6 C -0.05 -1.30 1.22  C1 1.420, N3 1.366, H11 1.105
7 H 0.11 1.71 -2.39  C2 1.072
8 H -1.00 -1.05 -2.27  S13 1.344
9 C 2.08 0.31 -0.68  C5 1.542, H15 1.097, H16 1.121, O18 1.448
10 H -2.94 -0.21 2.34  C4 1.133
11 H 0.90 -1.85 1.12  C6 1.105
12 H -1.79 1.37 0.19  C19 1.109
13 S 0.31 -1.30 -2.13  C5 1.901, H8 1.344
14 H 0.01 2.30 -0.84  C2 1.164
15 H 2.42 0.25 0.36  C9 1.097
16 H 2.79 -0.42 -1.16  C9 1.121
17 H -1.28 -1.85 2.87  N3 1.025
18 O 1.99 1.59 -1.35  C2 1.452, C9 1.448
19 C -1.45 0.45 0.70  C1 1.410, C4 1.377, H12 1.109

Computed properties:
2S+1: 1
Structure (SMILES): SC1(c2cc[nH]c2)COC1

Atom charges from the Mulliken analysis, given in e for atoms 1 to 2: C -0.02; C -0.69



Most stable to least stable, the ends of the list are model ii and model i.



Model i:
Molecular formula: CH5N3O
Method: DFT, ωB97M-V with the def2-TZVPD basis set

Each atom is followed by the atoms it is bonded to, with distances in Å.
Positions of all 10 atoms, in Å:
1 O 0.00 -1.12 1.38  H2 1.097, N7 1.338
2 H -0.66 -1.64 0.67  O1 1.097
3 H 1.74 -0.46 -0.20  N8 1.050
4 H -0.82 0.71 1.43  N7 1.056
5 H -0.76 1.23 -1.91  N10 1.003
6 C -0.09 0.38 -0.46  N7 1.454, N8 1.343, N10 1.253
7 N -0.05 0.15 0.97  O1 1.338, H4 1.056, C6 1.454
8 N 1.06 -0.13 -0.93  H3 1.050, C6 1.343, H9 0.966
9 H 1.22 -0.48 -1.81  N8 0.966
10 N -1.04 1.03 -0.96  H5 1.003, C6 1.253

Computed properties:
2S+1: 1
Structure (SMILES): [H]/N=C(\N)NO

Atom charges from the Mulliken analysis, given in e for atoms 1 to 2: O -0.42; H 0.33



Model ii:
Molecular formula: CH5N3O
Method: DFT, ωB97M-V with the def2-TZVPD basis set

Each atom is followed by the atoms it is bonded to, with distances in Å.
Positions of all 10 atoms, in Å:
1 H -2.04 -0.98 0.30  C2 1.095
2 C -1.54 -0.06 -0.01  H1 1.095, N3 1.762, H5 1.091, H6 1.081, N7 1.774
3 N 0.11 -0.01 -0.63  C2 1.762, N4 1.492, N7 1.254
4 N 1.27 -0.13 0.30  N3 1.492, H8 1.023, O10 1.418
5 H -1.28 0.48 0.91  C2 1.091
6 H -2.11 0.52 -0.73  C2 1.081
7 N -0.43 -1.12 -0.89  C2 1.774, N3 1.254
8 H 1.67 -1.05 0.09  N4 1.023
9 H 2.12 1.51 0.67  O10 0.965
10 O 2.24 0.84 -0.02  N4 1.418, H9 0.965

Computed properties:
2S+1: 1

Atom charges from the Mulliken analysis, given in e for atoms 1 to 2: H 0.32; C -0.47



Most stable to least stable, the ends of the list are model i and model ii.



Model i:
Molecular formula: C2H6O2P
Method: DFT, ωB97M-V with the def2-TZVPD basis set

Each atom is followed by the atoms it is bonded to, with distances in Å.
Positions of all 11 atoms, in Å:
1 C 0.41 -1.00 -0.98  H3 1.093, H5 1.169, H8 1.152, C11 1.568
2 H -1.51 -0.94 0.50  C11 1.161
3 H 1.28 -1.22 -0.36  C1 1.093
4 H -1.32 0.20 -0.84  C11 1.105
5 H 0.16 -2.02 -1.48  C1 1.169
6 P 0.03 1.12 1.01  H7 1.515, O9 1.493, O10 1.521, C11 1.999
7 H 1.34 1.66 0.48  P6 1.515
8 H 0.86 -0.20 -1.69  C1 1.152
9 O 0.40 0.48 2.31  P6 1.493
10 O -0.95 2.28 1.15  P6 1.521
11 C -0.72 -0.36 -0.10  C1 1.568, H2 1.161, H4 1.105, P6 1.999

Computed properties:
2S+1: 1
Charge: -1
Structure (SMILES): CC[P@@H](=O)[O-]

Atom charges from the Mulliken analysis, given in e for atoms 1 to 2: C -0.90; H 0.31



Model ii:
Molecular formula: C2H6O2P
Method: DFT, ωB97M-V with the def2-TZVPD basis set

Each atom is followed by the atoms it is bonded to, with distances in Å.
Positions of all 11 atoms, in Å:
1 H 1.70 -1.64 -1.04  C10 1.103
2 P -1.41 -0.28 -0.09  O3 1.646, O5 1.529, C6 1.747
3 O -1.13 0.23 1.45  P2 1.646, H11 0.954
4 H -2.13 0.79 -2.11  C6 1.196
5 O -2.36 -1.48 -0.12  P2 1.529
6 C -2.03 1.10 -0.96  P2 1.747, H4 1.196, H7 1.068
7 H -1.32 1.89 -0.82  C6 1.068
8 H 1.06 -1.94 0.66  C10 1.075
9 H 1.65 -0.33 0.16  C10 1.152
10 C 1.10 -1.28 -0.19  H1 1.103, H8 1.075, H9 1.152
11 H -1.52 -0.47 1.96  O3 0.954

Computed properties:
2S+1: 1
Charge: -1

Atom charges from the Mulliken analysis, given in e for atoms 1 to 2: H 0.28; P 0.59



Most stable to least stable, the ends of the list are model i and model ii.